1.
Here is C3H3BaLiO3 as an isolated structure in a non-equilibrium geometry from the Open Molecules 2025 dataset. Energies are from ωB97M-V with the def2-TZVPD basis set.

```
! wB97M-V def2-TZVPD RIJCOSX def2/J DEFGRID3
* xyz 1 2
O 2.142 0.615 0.079
C 2.088 -0.608 0.134
C 0.951 -1.298 -0.447
H 2.807 -1.210 0.690
H 0.911 -2.357 -0.244
H 0.758 -0.990 -1.465
Ba 0.748 2.729 0.012
O -1.652 0.234 -0.026
C -1.868 1.246 0.499
O -2.796 2.039 0.905
Li -4.089 -0.400 -0.139
*
```

The gap between HOMO and LUMO (spin up / spin down) comes out at 5.09 / 4.62 eV. The relative energy (zero: lowest compared OMol25 entry of this formula, charge and spin) comes out at 0.000 eV. Its expectation value of S² is 0.752. The value obtained for the LUMO energy (spin up / spin down) is -4.11 / -4.56 eV.

Löwdin population analysis, charges in e, atoms 1 to 6:
1. O -0.46
2. C -0.47
3. C -0.07
4. H 0.10
5. H 0.00
6. H 0.01


2.
Here is one molecule with the formula C3H3NO4 in a non-equilibrium geometry from the Open Molecules 2025 dataset. Energies are from ωB97M-V with the def2-TZVPD basis set.

```
! wB97M-V def2-TZVPD RIJCOSX def2/J DEFGRID3
* xyz 0 1
O -0.892 -2.215 0.089
C -0.456 -1.107 -0.207
C -1.056 0.078 -0.659
C -0.201 1.083 -0.348
O -0.278 2.405 -0.499
O 0.973 0.620 0.163
N 0.940 -0.776 0.065
O 1.580 -1.342 1.116
H -2.074 0.180 -1.044
H 0.637 2.815 -0.388
H 0.826 -1.741 1.711
*
```

The gap between HOMO and LUMO comes out at 9.97 eV. As for the structure (SMILES): O=c1cc(O)on1O. The relative energy (zero: lowest compared OMol25 entry of this formula, charge and spin) comes out at 4.166 eV. The value obtained for the LUMO energy is 0.29 eV.

Löwdin population analysis, charges in e, atoms 1 to 6:
1. O 0.07
2. C -0.42
3. C 0.07
4. C -0.35
5. O 0.13
6. O 0.07


3.
Here is C4H5NO as an isolated structure in a non-equilibrium geometry from the Open Molecules 2025 dataset. Energies are from ωB97M-V with the def2-TZVPD basis set.

```
! wB97M-V def2-TZVPD RIJCOSX def2/J DEFGRID3
* xyz 0 1
C -1.029 1.199 0.103
C -1.750 -0.816 -0.145
C 0.356 -0.227 -0.098
C 1.839 -0.065 -0.002
N -0.436 -1.193 -0.108
O -2.018 0.399 0.055
H -0.942 2.317 0.108
H -2.573 -1.406 -0.046
H 2.300 0.230 -0.895
H 1.954 0.600 0.799
H 2.299 -1.038 0.229
*
```

The gap between HOMO and LUMO (spin up / spin down) comes out at 8.57 / 8.57 eV. The relative energy (zero: lowest compared OMol25 entry of this formula, charge and spin) comes out at 4.704 eV. The value obtained for the LUMO energy (spin up / spin down) is 1.04 / 1.04 eV.

Löwdin population analysis, charges in e, atoms 1 to 6:
1. C 0.02
2. C -0.24
3. C -0.18
4. C -0.05
5. N 0.08
6. O -0.01


4.
Here is one molecule with the formula C2H8P2S2 in a non-equilibrium geometry from the Open Molecules 2025 dataset. Energies are from ωB97M-V with the def2-TZVPD basis set.

```
! wB97M-V def2-TZVPD RIJCOSX def2/J DEFGRID3
* xyz 0 1
C 1.037 -0.910 -2.391
C 0.594 -0.090 -1.128
P 0.445 -1.044 0.347
P 0.102 0.699 1.616
S -2.297 0.224 1.941
S -3.055 2.029 2.421
H 0.675 -1.863 -2.112
H 0.421 -0.677 -3.201
H 2.110 -0.797 -2.707
H -0.509 0.271 -1.189
H 1.162 0.911 -0.950
H 1.748 -0.883 0.839
H 0.466 -0.050 2.770
H -2.900 2.180 3.745
*
```

The gap between HOMO and LUMO comes out at 8.52 eV. As for the structure (SMILES): CC[PH]#[PH]SS. The relative energy (zero: lowest compared OMol25 entry of this formula, charge and spin) comes out at 0.634 eV. The value obtained for the LUMO energy is -0.15 eV.

Löwdin population analysis, charges in e, atoms 1 to 6:
1. C -0.16
2. C -0.66
3. P 0.53
4. P 0.40
5. S -0.09
6. S 0.14


5.
Here is C3H3FIrO as an isolated structure in a non-equilibrium geometry from the Open Molecules 2025 dataset. Energies are from ωB97M-V with the def2-TZVPD basis set.

```
! wB97M-V def2-TZVPD RIJCOSX def2/J DEFGRID3
* xyz 2 6
H -0.091 0.722 1.370
H 1.047 1.774 -0.005
O 1.709 -1.337 0.164
C 0.107 1.288 -0.271
C -0.254 0.047 0.371
C 0.499 -1.273 0.121
H -0.223 1.417 -1.305
F -1.640 -0.336 0.096
Ir -1.153 -2.301 -0.540
*
```

The gap between HOMO and LUMO (spin up / spin down) comes out at 6.75 / 7.33 eV. The relative energy (zero: lowest compared OMol25 entry of this formula, charge and spin) comes out at 0.000 eV. Its expectation value of S² is 8.771. The value obtained for the LUMO energy (spin up / spin down) is -11.91 / -14.90 eV.

Löwdin population analysis, charges in e, atoms 1 to 6:
1. H 0.26
2. H 0.13
3. O 0.36
4. C 0.16
5. C -0.31
6. C -0.25


6.
Here is one molecule with the formula C6H9N in a non-equilibrium geometry from the Open Molecules 2025 dataset. Energies are from ωB97M-V with the def2-TZVPD basis set.

```
! wB97M-V def2-TZVPD RIJCOSX def2/J DEFGRID3
* xyz 0 1
H 0.737 -2.188 -1.543
N 1.097 -1.734 -0.704
C 0.160 -1.119 -0.104
C -1.295 -1.058 -0.517
C 0.492 -0.525 1.256
C 0.345 1.043 1.340
C 0.392 1.704 0.215
C 0.474 2.243 -0.966
H -1.689 -0.050 -0.372
H -1.899 -1.732 0.105
H -1.443 -1.352 -1.558
H 1.504 -0.884 1.526
H -0.203 -1.038 1.932
H 0.303 1.675 2.250
H -0.425 2.552 -1.482
H 1.451 2.463 -1.377
*
```

The gap between HOMO and LUMO comes out at 10.63 eV. As for the structure (SMILES): [H]/N=C(\C)CC=C=C. The relative energy (zero: lowest compared OMol25 entry of this formula, charge and spin) comes out at 2.317 eV. The value obtained for the LUMO energy is 0.99 eV.

Löwdin population analysis, charges in e, atoms 1 to 6:
1. H 0.05
2. N 0.14
3. C -0.46
4. C -0.04
5. C -0.14
6. C -0.08


7.
Here is one molecule with the formula C14H13N5O5S2 in a non-equilibrium geometry from the Open Molecules 2025 dataset. Energies are from ωB97M-V with the def2-TZVPD basis set.

```
! wB97M-V def2-TZVPD RIJCOSX def2/J DEFGRID3
* xyz 0 1
C -5.942 -0.511 -1.872
C -4.966 -0.984 -1.102
C -3.816 -0.244 -0.615
C -2.839 -0.872 0.085
C -2.905 -2.310 0.508
O -3.004 -3.250 -0.232
O -2.861 -2.410 1.833
N -1.728 -0.194 0.536
C -0.739 -0.379 1.472
O -0.330 -1.329 2.066
C -0.392 1.129 1.441
N 0.970 1.450 1.161
C 1.649 0.712 0.250
O 1.119 -0.194 -0.364
C 3.094 1.093 0.078
N 3.549 2.283 0.010
O 2.643 3.332 0.138
C 4.044 0.006 -0.049
C 3.730 -1.324 0.031
S 5.133 -2.296 -0.151
C 6.072 -0.793 -0.319
N 7.417 -0.840 -0.442
N 5.372 0.276 -0.245
C -1.412 1.189 0.280
S -2.908 2.201 0.412
C -3.756 1.233 -0.888
H -6.744 -1.152 -2.193
H -5.988 0.507 -2.219
H -4.986 -2.027 -0.824
H -2.811 -3.338 2.113
H -0.734 1.651 2.335
H 1.387 2.275 1.564
H 3.180 4.118 -0.037
H 2.770 -1.775 0.170
H 7.835 -1.698 -0.759
H 7.864 0.020 -0.716
H -0.957 1.347 -0.700
H -4.760 1.651 -0.922
H -3.250 1.446 -1.832
*
```

The gap between HOMO and LUMO comes out at 8.47 eV. As for the structure (SMILES): C=CC1=C(C(=O)O)N2C(=O)[C@@H](NC(=O)/C(=N\O)c3csc(N)n3)[C@@H]2SC1. The value obtained for the LUMO energy is 0.34 eV.

Löwdin population analysis, charges in e, atoms 1 to 6:
1. C 0.03
2. C -0.12
3. C -0.21
4. C -0.07
5. C -0.47
6. O 0.14